ORCA calculation (ωB97M-V/def2-TZVPD) on C3H3NO3S as an isolated structure at a distorted geometry.

Element x y z (Å)
C -0.201455 -1.690056 0.550938
C 1.109532 -0.299943 -1.223948
C -1.021059 -1.014650 1.353013
N 0.591441 -0.975743 -0.405479
O 1.546631 0.703133 -1.787586
O 0.609356 2.314666 0.218129
O -0.561783 2.681447 -1.892816
S 0.682312 2.681086 -1.180766
H 0.067343 -2.715709 0.869305
H -1.314779 0.026264 1.432557
H -1.507539 -1.710495 2.066651

Cartesian forces (eV/Å) of the 6 atoms listed first:
1.0 1.3 0.3
-0.4 2.9 1.1
-0.8 -1.6 0.8
0.1 -1.0 -0.5
-0.1 -3.8 -0.1
0.1 0.2 -0.6

Calculated values
Calculated total energy (eV): -21625.3211
Charge: 0
Molecular weight (g/mol): 133.1

Results of the Löwdin charge analysis, in e, for atoms 1 through 5:
1. C -0.1636
2. C -0.2439
3. C 0.0411
4. N 0.1724
5. O -0.0738


ORCA calculation (ωB97M-V/def2-TZVPD) on a 2-piece molecular cluster, C25H28N2O3 overall at a distorted geometry.

Element x y z (Å)
O 7.855619 1.618532 -1.129543
C 6.813058 0.794761 -1.349527
N 6.847673 -0.717659 -1.604655
C 5.523792 -1.409733 -1.990423
O 5.359135 -2.671431 -2.419435
C 4.445323 -0.200393 -1.738462
C 2.806780 -0.185493 -1.798560
C 1.933511 -1.532304 -2.131885
C 0.509607 -1.623223 -1.284457
C 0.688940 -1.440080 0.338083
O -0.135424 -2.473163 1.048024
C 2.009527 1.247846 -1.476371
C 2.766908 2.647988 -1.084435
C 2.055782 4.077393 -0.711830
C 0.569320 4.307135 -1.363959
C -0.629453 3.407344 -0.686461
C -2.063628 4.254699 -0.548523
N -3.153028 3.169740 -0.511678
C -3.833938 2.797099 -1.840083
C -4.931644 1.666336 -1.294597
C -4.779133 1.446616 0.355879
C -3.568992 2.468654 0.788060
C 4.435443 2.599877 -1.026541
C 5.220283 1.193123 -1.347667
H 7.132818 -1.312621 -0.773628
H 1.620080 -1.491541 -3.278623
H 2.517664 -2.536023 -1.918279
H 0.097236 -2.707127 -1.464550
H -0.290865 -0.865920 -1.684143
H 0.300193 -0.379587 0.713020
H 1.816929 -1.625884 0.588912
H 0.189771 -2.590413 1.990319
H 0.842529 1.198507 -1.547530
H 2.774677 4.930555 -1.125937
H 2.036670 4.183534 0.461445
H 0.284087 5.445201 -1.143794
H 0.534566 4.202547 -2.544975
H -0.331589 2.857870 0.303918
H -0.873907 2.544361 -1.473858
H -2.035593 4.909097 0.428396
H -2.259479 4.943186 -1.503702
H -3.648725 3.206090 -2.922030
H -5.697269 1.113883 -2.020673
H -5.393343 0.701377 1.034290
H -3.093644 2.650485 1.865961
H 5.098960 3.532192 -0.753094
C -2.521566 -4.478511 2.306497
C -3.313676 -5.626275 2.303835
C -3.993150 -6.008299 3.460183
C -3.877055 -5.244321 4.621686
C -3.077521 -4.101665 4.627025
C -2.400996 -3.717493 3.469610
H -1.997616 -4.177402 1.403434
H -3.402206 -6.223143 1.399513
H -4.613106 -6.900983 3.456750
H -4.408342 -5.540242 5.521992
H -2.982148 -3.509387 5.533811
H -1.779844 -2.825714 3.473265

Cartesian forces (eV/Å) of the 6 atoms listed first:
-6.7 -5.9 -1.5
1.9 3.1 1.3
-1.2 -0.7 0.9
-1.4 -1.8 -1.2
1.3 8.3 3.1
-2.3 3.0 0.6

Calculated values
Calculated total energy (eV): -35482.8132
Charge: 0
Molecular weight (g/mol): 404.5

Results of the Löwdin charge analysis, in e, for atoms 1 through 5:
1. O -0.0258
2. C -0.2309
3. N 0.0623
4. C -0.2282
5. O -0.0229


ORCA calculation (ωB97M-V/def2-TZVPD) on C39H37CrN11O4S as an isolated structure at a distorted geometry.

Element x y z (Å)
Cr 0.325472 0.100335 0.360755
C 0.994762 3.282483 3.173358
C -0.238133 3.920932 3.274032
C -1.181290 3.637840 2.320554
C -0.930956 2.671517 1.332665
N 0.227945 1.972510 1.302302
C 1.173095 2.347997 2.184105
N -1.916551 2.560418 0.390364
C -2.101676 1.568794 -0.394917
N -1.359950 0.410009 -0.503796
C -2.039784 -0.446362 -1.315753
N -1.770326 -1.683259 -1.575627
C -0.750807 -2.405317 -1.047256
C -0.858992 -3.798081 -1.275593
C 0.089644 -4.663040 -0.800785
C 1.177476 -4.124174 -0.111452
C 1.239309 -2.766450 0.064774
N 0.308364 -1.887042 -0.368861
C -3.275858 0.188260 -1.793933
C -4.341975 -0.295645 -2.525526
C -5.444942 0.536771 -2.677367
C -5.470154 1.810065 -2.116238
C -4.393468 2.294194 -1.383204
C -3.302877 1.461750 -1.232231
H 1.807107 3.515342 3.846204
H -0.425275 4.648164 4.051955
H -2.142033 4.128723 2.289578
H 2.144797 1.894500 2.076271
H -1.726066 -4.131924 -1.825069
H 0.008492 -5.729123 -0.964613
H 1.965787 -4.752284 0.276840
H 2.098570 -2.355498 0.569065
H -4.325569 -1.294904 -2.938804
H -6.307815 0.182791 -3.225666
H -6.352512 2.424046 -2.238404
H -4.403698 3.269814 -0.916767
N 0.837919 3.778693 -1.335765
C 1.427544 2.930614 -2.360526
C 1.324939 3.550699 -3.764711
C 1.667946 2.666101 -4.977948
C 2.992964 1.891034 -4.880455
N 2.874331 0.642602 -4.113036
C 2.086638 -0.372472 -4.482079
N 1.740051 -0.528004 -5.758831
N 1.756697 -1.299627 -3.581315
C 0.772038 1.539989 -2.259978
O -0.093192 1.197920 -3.046319
O 1.333540 0.731860 -1.383308
H -0.160402 3.882360 -1.487725
H 1.244929 4.706553 -1.361892
H 2.480929 2.806270 -2.081201
H 1.977998 4.428622 -3.765880
H 0.297562 3.892162 -3.906387
H 1.703275 3.315609 -5.854861
H 0.856951 1.953034 -5.124079
H 3.753399 2.499019 -4.392557
H 3.368254 1.644178 -5.876026
H 3.017739 0.714209 -3.115512
H 2.013178 0.134876 -6.460786
H 1.143562 -1.289242 -6.028964
H 1.668524 -0.973934 -2.615165
H 1.090710 -2.005802 -3.850725
O -1.564989 0.533951 3.941907
S -1.730259 -0.370831 2.838378
O -2.687064 -0.036190 1.828684
N -0.257627 -0.623488 2.109546
C 0.786534 -0.938477 2.979944
C 0.686329 -1.426795 4.274768
C 1.831449 -1.683891 5.040217
C 3.089748 -1.440377 4.563201
C 3.245745 -0.931654 3.262266
C 4.493187 -0.587579 2.699405
C 4.540849 -0.090111 1.425777
C 3.351376 0.061092 0.704199
N 2.163427 -0.223790 1.201176
C 2.094174 -0.708694 2.469973
C -2.241772 -1.972175 3.417408
C -2.751783 -2.118380 4.695697
C -3.282575 -3.342511 5.072775
C -3.298016 -4.396469 4.169222
C -2.766918 -4.240880 2.894710
C -2.235601 -3.020887 2.511200
H -0.277865 -1.603479 4.714797
H 1.706777 -2.079898 6.039195
H 3.967353 -1.614723 5.171044
H 5.391396 -0.700843 3.292645
H 5.477647 0.190232 0.966291
H 3.358556 0.444383 -0.307666
H -2.724786 -1.269834 5.368037
H -3.695038 -3.464461 6.064793
H -3.738257 -5.341422 4.458164
H -2.781893 -5.068198 2.197906
H -1.828240 -2.865100 1.519411

Cartesian forces (eV/Å) of the 6 atoms listed first:
0.2 -0.2 -0.9
-0.1 0.1 0.0
0.1 -0.1 -0.1
0.0 -0.1 -0.1
0.5 0.1 0.1
-0.6 0.6 0.0

Calculated values
Calculated total energy (eV): -104880.5482
Charge: +1
Expectation value of S²: 0.77
Spin multiplicity: 2
Molecular weight (g/mol): 807.9

Results of the Löwdin charge analysis, in e, for atoms 1 through 5:
1. Cr 0.8191
2. C -0.0366
3. C -0.0334
4. C 0.0143
5. C -0.3123


The calculation returns the following energy relative to the best compared isomer or geometry (same formula, charge and spin) values, one per record and in order: 2.567; 20.469; 0.000 eV.